C30H26Cl3N2O5PPt | ωB97M-V with the def2-TZVPD basis set

XYZ file:
```
68
Properties=species:S:1:pos:R:3:forces:R:3
Pt -0.265 0.386 -0.678 0.13 0.14 -0.06
C -4.898 0.449 0.848 0.01 0.02 0.00
C -3.577 -0.289 0.651 0.05 -0.03 0.00
C -3.694 -1.767 1.013 0.00 0.00 -0.01
C -2.474 0.435 1.433 -0.04 0.12 0.06
C -2.497 0.206 2.939 -0.01 -0.01 -0.04
O -1.491 -0.816 3.143 0.03 -0.02 -0.02
C -0.729 -0.844 2.043 -0.03 0.01 0.10
N -1.132 -0.096 1.082 0.03 -0.09 -0.13
C 0.379 -1.822 2.090 -0.03 -0.04 0.00
C 0.394 -2.677 3.196 -0.01 0.01 0.00
C 1.300 -3.718 3.281 0.02 0.00 -0.01
C 2.197 -3.937 2.248 -0.02 0.01 0.01
C 2.200 -3.087 1.155 -0.02 -0.03 0.00
C 1.317 -2.014 1.066 0.07 0.02 0.01
P 1.510 -0.850 -0.318 -0.08 0.01 0.06
C 2.975 0.128 0.117 0.02 0.02 -0.01
C 2.911 1.515 0.001 0.02 -0.02 0.00
C 4.020 2.290 0.316 0.02 0.00 -0.01
C 5.190 1.690 0.750 -0.01 0.01 -0.01
C 5.260 0.307 0.866 0.00 -0.01 -0.01
C 4.160 -0.470 0.549 0.01 -0.05 0.02
C 1.971 -1.899 -1.716 -0.05 -0.04 0.01
C 3.092 -1.652 -2.497 0.01 0.03 0.01
C 3.355 -2.455 -3.600 0.01 0.00 0.00
C 2.502 -3.497 -3.923 0.00 0.00 0.00
C 1.371 -3.736 -3.151 -0.01 0.00 0.00
C 1.102 -2.937 -2.055 0.02 0.01 -0.02
H -5.693 -0.035 0.281 0.00 0.00 0.00
H -4.821 1.482 0.503 0.00 -0.01 0.01
H -5.203 0.458 1.899 0.00 0.00 -0.01
H -3.303 -0.203 -0.401 0.03 0.00 -0.02
H -4.072 -1.914 2.028 0.01 0.00 0.00
H -2.737 -2.288 0.927 0.00 0.00 -0.02
H -4.391 -2.260 0.335 -0.01 0.00 0.01
H -2.502 1.495 1.200 -0.03 -0.04 0.00
H -3.441 -0.183 3.312 0.00 0.01 0.01
H -2.202 1.085 3.511 0.03 0.00 -0.02
H -0.327 -2.529 3.985 0.00 0.00 0.00
H 1.291 -4.367 4.146 0.00 0.00 0.00
H 2.894 -4.763 2.291 0.00 0.00 0.00
H 2.896 -3.266 0.345 -0.02 -0.01 -0.01
H 2.007 1.995 -0.348 -0.05 0.01 0.02
H 3.959 3.365 0.213 0.00 0.00 0.00
H 6.053 2.296 0.994 0.00 0.00 0.01
H 6.173 -0.167 1.202 0.00 0.00 0.00
H 4.232 -1.547 0.642 0.00 0.04 0.00
H 3.751 -0.828 -2.261 0.01 0.00 0.02
H 4.226 -2.255 -4.211 0.00 0.00 0.00
H 2.708 -4.118 -4.784 0.00 0.00 0.00
H 0.694 -4.539 -3.412 0.00 0.00 0.00
H 0.209 -3.109 -1.464 0.00 -0.01 0.00
Cl -3.632 7.125 -0.627 0.00 -0.01 0.00
C -3.102 5.473 -0.761 0.00 0.01 0.01
C -2.093 5.008 0.055 -0.01 0.02 -0.01
C -1.676 3.691 -0.055 0.00 -0.04 -0.03
Cl -0.429 3.174 1.051 0.07 -0.04 -0.05
C -2.222 2.787 -0.990 0.06 -0.01 0.01
O -1.903 1.535 -1.163 0.03 -0.05 0.05
C -3.269 3.324 -1.775 -0.04 0.03 -0.02
Cl -4.044 2.265 -2.908 -0.01 0.01 -0.01
C -3.704 4.629 -1.679 0.00 -0.01 -0.01
H -1.627 5.659 0.781 0.00 0.00 0.00
H -4.503 4.980 -2.315 0.00 0.00 0.00
O 1.155 2.138 -4.018 0.05 0.01 0.04
N 0.847 1.980 -2.861 -0.13 -0.18 -0.05
O 0.802 2.852 -2.010 -0.07 0.06 0.06
O 0.549 0.731 -2.510 -0.05 0.09 0.04
```
Forces are in eV/Å.

Values from the calculation:
- Energy relative to the best compared isomer or geometry (same formula, charge and spin): 0.0 kcal per mole
- Frontier orbital gap: 6.831 eV
- Highest occupied orbital energy: -7.5 eV
- Largest force on an atom: 0.23 eV/A
- Lowest unoccupied orbital energy: -0.0259 Eh
- Net charge: 0
- Multiplicity: 1

C30H26DyN3O2S | ωB97M-V with the def2-TZVPD basis set

XYZ file:
```
63
Properties=species:S:1:pos:R:3:forces:R:3
Dy -0.575 0.233 0.397 -0.39 -0.09 -0.18
O 2.670 -2.243 -0.593 0.11 0.04 -0.04
C 1.763 -1.643 -0.058 -0.06 0.17 -0.16
N 1.210 -0.478 -0.524 0.16 -0.38 0.20
C 1.843 0.084 -1.695 0.03 -0.06 -0.09
C 1.091 1.289 -2.187 0.31 -0.08 0.06
C 1.615 2.079 -3.203 -0.18 0.01 -0.13
C 0.857 3.126 -3.689 0.04 0.03 -0.06
C -0.392 3.382 -3.130 -0.03 0.05 -0.01
C -0.813 2.596 -2.086 0.03 -0.01 0.00
N -0.087 1.565 -1.617 0.01 -0.07 0.21
C 1.171 -2.183 1.231 0.32 0.13 -0.16
C 1.899 -3.114 1.942 -0.19 -0.19 0.12
C 1.364 -3.595 3.129 0.06 -0.05 0.02
C 0.135 -3.120 3.562 -0.03 0.03 0.01
C -0.516 -2.171 2.798 -0.02 -0.04 0.00
N -0.010 -1.709 1.650 0.23 -0.01 0.03
H 1.907 -0.653 -2.504 -0.01 -0.02 0.00
H 2.879 0.364 -1.477 0.03 -0.01 -0.02
H 2.585 1.844 -3.621 -0.02 0.00 0.00
H 1.229 3.739 -4.501 0.00 0.00 0.01
H -1.021 4.186 -3.487 0.04 0.00 -0.02
H -1.760 2.788 -1.595 -0.01 -0.01 0.01
H 2.849 -3.447 1.549 -0.01 -0.01 0.00
H 1.899 -4.332 3.713 0.01 0.01 0.00
H -0.316 -3.467 4.481 0.03 -0.02 0.00
H -1.472 -1.769 3.114 -0.02 0.00 0.00
C -2.861 -0.848 -0.957 -0.24 0.01 -0.05
C -2.434 -2.007 -0.306 -0.14 -0.09 0.13
C -1.438 -2.800 -0.867 -0.08 0.01 -0.08
C -0.879 -2.443 -2.088 0.05 0.01 0.00
C -1.306 -1.294 -2.744 0.03 -0.01 0.00
C -2.294 -0.496 -2.181 -0.06 0.01 -0.08
H -3.716 -0.297 -0.578 0.04 0.04 0.05
H -2.934 -2.326 0.601 0.05 0.01 0.04
H -1.130 -3.710 -0.369 0.04 0.02 0.00
H -0.108 -3.064 -2.528 -0.03 0.00 -0.01
H -0.880 -1.028 -3.703 -0.02 -0.01 0.01
H -2.667 0.367 -2.718 0.04 0.02 0.01
O 0.855 0.949 2.038 0.14 0.40 -0.36
S 1.863 1.940 1.389 -0.14 -0.09 0.14
C 2.728 2.732 2.689 -0.03 -0.11 0.25
C 2.077 3.001 3.888 0.16 0.11 0.04
C 2.784 3.660 4.876 -0.04 -0.03 -0.02
C 4.104 4.045 4.648 -0.02 0.01 0.05
C 4.735 3.761 3.447 0.00 -0.02 0.02
C 4.050 3.079 2.448 0.02 0.04 0.16
C 0.760 3.259 0.903 -0.08 0.08 0.11
C 1.217 4.268 0.072 0.02 0.02 -0.06
C 0.352 5.301 -0.259 -0.05 0.04 -0.03
C -0.954 5.314 0.223 0.08 -0.01 -0.02
C -1.399 4.297 1.055 0.01 -0.03 0.00
C -0.537 3.260 1.405 -0.08 0.23 -0.03
H 1.052 2.689 4.045 0.03 0.01 -0.01
H 2.309 3.874 5.825 0.04 0.01 -0.01
H 4.645 4.563 5.429 0.01 0.00 -0.03
H 5.765 4.052 3.295 -0.01 -0.01 -0.02
H 4.547 2.819 1.521 -0.07 -0.01 -0.02
H 2.235 4.262 -0.303 -0.03 -0.01 0.02
H 0.701 6.104 -0.896 -0.02 -0.02 0.01
H -1.616 6.130 -0.035 0.02 -0.02 0.00
H -2.401 4.327 1.464 0.02 0.01 -0.01
H -0.829 2.542 2.163 -0.05 -0.06 0.01
```
Forces are in eV/Å.

Values from the calculation:
- Energy relative to the best compared isomer or geometry (same formula, charge and spin): 7.3 kcal per mole
- Frontier orbital gap (alpha / beta): 8.895 / 8.931 eV
- Highest occupied orbital energy (alpha / beta): -14.7 / -14.7 eV
- Largest force on an atom: 0.55 eV/A
- Lowest unoccupied orbital energy (alpha / beta): -0.2147 / -0.2135 Eh
- Net charge: +2
- Multiplicity: 6

C30H26N2O3Rh | ωB97M-V with the def2-TZVPD basis set

XYZ file:
```
62
Properties=species:S:1:pos:R:3:forces:R:3
Rh 0.225 -0.031 0.238 -2.86 -0.49 -0.93
C -0.335 -3.846 1.206 -0.13 0.10 0.15
C -0.782 -2.893 0.112 0.07 -0.34 -0.03
C -1.989 -3.416 -0.646 -0.06 0.12 -0.01
O -1.123 -1.582 0.699 0.07 -0.34 0.32
C 0.355 -2.644 -0.886 0.18 0.40 -0.10
O 0.981 -3.573 -1.330 -0.16 -0.04 -0.04
O 0.553 -1.383 -1.207 0.78 -0.04 0.05
H -1.189 -4.191 1.796 0.00 0.02 -0.03
H 0.383 -3.369 1.875 0.03 -0.03 -0.03
H 0.138 -4.711 0.745 -0.02 -0.01 -0.01
H -2.827 -3.592 0.032 0.03 -0.01 0.01
H -1.722 -4.357 -1.126 -0.01 0.00 0.00
H -2.299 -2.706 -1.413 0.01 -0.02 -0.01
H -1.545 -1.754 1.549 0.11 0.10 0.07
C 2.630 2.564 -2.095 -0.10 -0.05 -0.03
C 1.971 1.420 -1.622 -0.07 0.05 -0.23
N 1.030 1.503 -0.699 1.06 0.32 0.40
C 0.720 2.714 -0.162 -0.20 -0.07 -0.01
C 1.347 3.887 -0.550 0.08 0.22 -0.14
C 2.320 3.790 -1.566 -0.01 0.04 0.05
C 1.000 5.111 0.125 0.01 -0.07 0.01
C 0.083 5.124 1.118 -0.01 -0.09 0.03
C -0.585 3.914 1.520 -0.15 0.18 -0.03
C -1.549 3.837 2.543 0.03 0.04 0.02
C -2.113 2.626 2.854 -0.06 -0.06 -0.10
C -1.724 1.483 2.142 -0.12 0.15 -0.10
N -0.830 1.532 1.174 0.97 0.04 0.80
C -0.265 2.728 0.875 -0.02 -0.17 -0.33
H 3.376 2.457 -2.870 0.01 0.00 0.01
H 2.178 0.428 -2.004 0.04 -0.01 0.08
H 2.822 4.684 -1.914 0.02 -0.01 0.02
H 1.508 6.022 -0.167 -0.02 0.00 -0.02
H -0.158 6.045 1.634 -0.01 -0.01 -0.02
H -1.840 4.734 3.076 0.03 -0.02 0.02
H -2.852 2.536 3.637 0.00 0.00 -0.02
H -2.175 0.520 2.341 0.09 -0.02 0.12
C 5.470 -3.218 3.728 0.03 0.00 0.01
C 5.234 -1.852 3.820 -0.01 0.01 -0.03
C 4.208 -1.268 3.096 0.08 0.01 0.01
C 3.403 -2.046 2.263 -0.26 0.09 -0.04
C 3.665 -3.410 2.157 0.01 -0.09 0.05
C 4.684 -3.997 2.894 -0.04 0.00 -0.05
C 2.284 -1.505 1.449 0.54 0.03 0.20
C 1.664 -0.337 1.573 -0.16 0.21 -0.01
C 1.774 0.655 2.663 -0.10 -0.15 -0.06
C 1.402 0.272 3.953 -0.15 0.07 0.03
C 1.449 1.179 5.001 -0.02 -0.03 -0.03
C 1.867 2.484 4.774 0.01 0.01 0.01
C 2.252 2.872 3.498 0.01 -0.03 0.00
C 2.206 1.962 2.452 0.28 -0.01 0.05
H 6.277 -3.668 4.293 -0.02 0.00 0.01
H 5.861 -1.237 4.453 -0.02 0.00 0.00
H 4.050 -0.201 3.166 0.03 -0.01 0.01
H 3.063 -4.016 1.489 0.02 0.00 0.00
H 4.868 -5.060 2.808 0.00 0.01 -0.01
H 1.987 -2.173 0.652 0.13 0.01 -0.11
H 1.090 -0.751 4.127 0.00 0.01 0.01
H 1.163 0.865 5.997 0.02 0.00 0.00
H 1.914 3.189 5.594 -0.02 0.00 -0.01
H 2.601 3.882 3.319 0.02 -0.03 0.00
H 2.566 2.251 1.473 0.00 0.01 0.01
```
Forces are in eV/Å.

Values from the calculation:
- Energy relative to the best compared isomer or geometry (same formula, charge and spin): 0.0 kcal per mole
- Frontier orbital gap: 6.460 eV
- Highest occupied orbital energy: -10.6 eV
- Largest force on an atom: 3.04 eV/A
- Lowest unoccupied orbital energy: -0.1515 Eh
- Net charge: +1
- Multiplicity: 1

C30H26N6RbS4 | ωB97M-V with the def2-TZVPD basis set

XYZ file:
```
67
Properties=species:S:1:pos:R:3:forces:R:3
Rb -0.156 -0.732 0.981 0.34 0.16 -0.30
S -2.269 -3.100 1.086 0.16 -0.26 -0.18
C -3.883 -2.525 0.961 -0.13 0.04 0.08
C -4.913 -3.425 0.590 -0.05 0.09 0.00
C -6.231 -3.042 0.477 0.00 0.01 0.00
C -6.614 -1.727 0.739 -0.08 0.01 0.01
C -5.639 -0.821 1.111 -0.06 0.00 0.02
C -4.299 -1.195 1.225 -0.04 0.01 0.01
S -3.155 0.112 1.598 -0.20 -0.01 0.20
C -2.873 -0.034 3.409 -0.13 0.03 -0.42
C -2.112 -1.250 3.840 0.02 -0.20 0.29
C -2.775 -2.335 4.405 0.00 0.04 0.00
C -2.034 -3.441 4.774 0.00 0.02 0.00
C -0.662 -3.426 4.587 -0.02 0.03 -0.01
C -0.066 -2.283 4.061 -0.11 -0.09 0.10
C 1.424 -2.177 3.917 0.35 -0.15 -0.19
S 1.966 -2.664 2.230 -0.01 -0.07 0.17
C 3.333 -1.617 1.746 0.05 0.06 0.01
C 4.241 -2.291 0.924 -0.01 -0.11 0.06
C 5.320 -1.652 0.343 0.01 -0.04 -0.07
C 5.524 -0.304 0.623 0.03 0.02 0.04
C 4.638 0.373 1.436 0.04 -0.17 -0.08
C 3.487 -0.231 1.995 0.07 0.02 -0.04
S 2.387 0.780 2.872 -0.26 0.19 -0.06
N -0.788 -1.220 3.702 -0.06 0.08 0.14
H -4.619 -4.447 0.387 -0.01 -0.01 -0.01
H -6.978 -3.769 0.175 0.02 -0.02 0.02
H -7.650 -1.422 0.654 0.02 0.02 0.00
H -5.903 0.210 1.319 0.00 -0.01 -0.01
H -3.851 0.007 3.885 0.03 0.03 0.09
H -2.304 0.866 3.640 0.00 -0.01 0.11
H -3.851 -2.312 4.521 0.00 -0.01 -0.02
H -2.522 -4.309 5.198 0.01 -0.02 -0.03
H -0.054 -4.284 4.845 0.02 0.02 0.02
H 1.939 -2.834 4.617 -0.08 0.04 0.09
H 1.736 -1.138 4.038 -0.01 -0.01 0.09
H 4.073 -3.348 0.748 0.06 0.01 -0.02
H 5.994 -2.193 -0.308 0.00 -0.03 0.03
H 6.382 0.213 0.208 -0.03 0.03 -0.01
H 4.785 1.424 1.650 0.00 0.01 0.01
C 2.307 1.307 -1.317 -0.07 -0.02 -0.07
C 1.043 2.075 -1.148 -0.01 0.10 0.15
N -0.040 1.654 -0.544 0.07 0.14 -0.14
C -0.942 2.689 -0.572 0.02 0.02 -0.15
C -0.402 3.752 -1.224 -0.11 0.08 0.06
N 0.873 3.362 -1.585 0.04 -0.08 -0.10
C 1.787 4.138 -2.382 0.04 0.07 0.21
N 2.158 3.449 -3.591 -0.06 -0.10 -0.05
N 3.461 3.300 -3.926 -0.16 0.09 0.06
N 3.547 2.627 -5.005 0.28 -0.07 -0.11
C 2.281 2.285 -5.416 -0.43 0.16 0.25
C 1.839 1.544 -6.513 -0.01 -0.02 -0.03
C 0.481 1.359 -6.642 0.17 -0.10 -0.16
C -0.429 1.888 -5.710 -0.01 0.15 0.19
C -0.013 2.625 -4.621 -0.28 -0.09 -0.01
C 1.362 2.814 -4.496 0.46 -0.08 -0.24
H 2.333 0.493 -0.595 0.03 0.05 0.05
H 3.179 1.935 -1.138 0.02 -0.03 0.01
H 2.386 0.883 -2.321 0.02 0.03 -0.01
H -1.916 2.594 -0.120 0.00 0.02 -0.01
H -0.776 4.740 -1.439 0.01 -0.03 -0.01
H 2.715 4.351 -1.851 0.02 -0.04 -0.03
H 1.291 5.079 -2.620 0.01 0.02 0.01
H 2.548 1.133 -7.219 -0.02 -0.01 -0.01
H 0.100 0.777 -7.471 0.00 0.02 0.00
H -1.486 1.706 -5.849 0.00 -0.01 0.02
H -0.718 3.003 -3.893 0.02 0.00 0.00
```
Forces are in eV/Å.

Values from the calculation:
- Energy relative to the best compared isomer or geometry (same formula, charge and spin): 2.2 kcal per mole
- Frontier orbital gap: 5.734 eV
- Highest occupied orbital energy: -3.8 eV
- Largest force on an atom: 0.53 eV/A
- Lowest unoccupied orbital energy: 0.0699 Eh
- Net charge: -1
- Multiplicity: 1

no.,energy (Ha)
1,-3485.729101
2,-2756.384156
3,-1604.411326
4,-3104.292379